# 1
Density functional theory data (wB97M-V/def2-TZVPD) for a structure of composition C6H12N2O2.

orbital gap: 9.629 eV
HOMO level: -8.93 eV
E_LUMO: 0.703 eV

XYZ file:
```
22
Properties=species:S:1:pos:R:3:forces:R:3
C -3.974027 -0.788379 0.711884 -0.1 0.0 0.0
C -2.639618 -0.122256 0.934018 0.0 0.3 -0.1
C -1.911692 -0.386025 2.262212 0.0 0.1 0.2
C -0.822932 -1.033053 1.383705 0.1 0.5 -0.7
C -0.594250 -2.524827 1.580491 0.1 0.0 0.2
N 0.208675 -3.063488 0.500444 -0.1 -0.2 -0.1
O -1.560288 -0.750660 0.184560 -0.3 -0.3 -0.1
C 0.470890 -0.285127 1.361208 4.2 0.7 4.3
N 1.496530 0.093822 1.865711 -3.7 -1.8 -1.0
H -3.925296 -1.857584 0.960020 0.0 0.2 -0.1
H -4.728275 -0.313306 1.355700 0.1 -0.1 -0.2
H -4.293233 -0.677950 -0.333567 0.1 -0.1 0.3
H -2.689775 0.944561 0.671519 0.0 -0.2 0.1
H -1.602091 0.504278 2.816539 0.0 -0.3 -0.1
H -2.411039 -1.097154 2.930724 0.1 0.1 -0.1
H -0.068817 -2.664835 2.535643 -0.1 0.0 -0.2
H -1.590271 -2.992102 1.674111 0.1 0.2 0.0
H 0.511247 -4.008696 0.710663 0.0 0.2 0.0
H -0.330952 -3.106866 -0.359456 0.1 0.1 0.1
O 1.105837 0.869657 -0.348527 1.6 2.7 1.0
H 1.956368 0.879455 0.567520 -3.5 -1.5 -3.5
H 0.546012 0.272345 -0.866863 1.3 -0.7 0.2
```
Forces are in eV/Å.

***

# 2
Density functional theory data (wB97M-V/def2-TZVPD) for an isolated molecule of C6H12N2O2.

orbital gap: 9.878 eV
HOMO level: -9.16 eV
SMILES string: NC(=O)[C@@H]1NC[C@@H]1CCO
E_LUMO: 0.719 eV

XYZ file:
```
22
Properties=species:S:1:pos:R:3:forces:R:3
N 2.749617 1.628334 0.228863 0.3 0.9 -1.3
C 1.901126 0.858570 -0.471761 1.9 -0.5 -2.9
O 1.894896 1.095212 -1.691128 -1.2 -0.8 1.1
C 1.415851 -0.422003 0.173918 -0.9 0.5 0.5
N 1.191934 -1.561680 -0.710043 0.0 0.0 0.0
C -0.078628 -1.876292 -0.032173 -0.3 -0.3 0.0
C -0.091504 -0.453303 0.573122 -0.1 -0.2 0.2
C -0.987059 0.548957 -0.141031 0.1 0.1 -0.3
C -2.455149 0.322054 0.169689 0.0 -0.3 0.2
O -3.212409 1.365970 -0.415354 0.0 0.1 -0.1
H 2.712220 1.566233 1.238146 0.9 0.8 -0.3
H 3.241578 2.215006 -0.558339 -0.9 -0.7 3.1
H 2.053496 -0.643799 1.046816 -0.1 0.1 -0.2
H 1.904778 -2.283045 -0.687381 -0.1 0.2 -0.1
H 0.005888 -2.659659 0.737289 -0.1 0.1 -0.1
H -0.905990 -2.130381 -0.712492 0.2 0.1 0.2
H -0.260104 -0.411522 1.656859 0.0 0.0 -0.2
H -0.834435 0.480884 -1.229403 0.0 0.1 0.3
H -0.718137 1.572238 0.164887 -0.1 -0.2 -0.1
H -2.603510 0.302526 1.263467 0.0 0.0 -0.2
H -2.779012 -0.655521 -0.226342 0.1 0.2 0.1
H -4.145444 1.141226 -0.377609 0.0 0.0 0.0
```
Forces are in eV/Å.

***

# 3
Density functional theory data (wB97M-V/def2-TZVPD) for a cluster of 2 separate species, C6H12N2O2 in total.

orbital gap (spin up / spin down): 7.518 / 7.996 eV
HOMO level (spin up / spin down): -7.62 / -8.20 eV
E_LUMO (spin up / spin down): -0.106 / -0.202 eV

XYZ file:
```
22
Properties=species:S:1:pos:R:3:forces:R:3
C 0.443409 -0.269503 -0.772659 2.4 -1.5 -0.4
C 0.708734 -0.226796 0.766192 -0.9 0.7 -0.1
C 0.056144 0.992497 -1.502608 0.2 -0.1 0.3
C 0.051347 -1.573409 -1.432565 -0.6 0.2 0.5
C 0.939715 1.016592 1.589473 -0.2 -0.1 0.1
C -1.467420 -0.484714 0.791156 -0.7 -0.4 0.6
N -2.110306 0.655510 1.092204 0.0 0.3 0.0
N 1.901373 -0.340084 -0.370639 -0.3 1.1 1.0
O 2.588368 -1.378976 -0.296073 -0.5 -0.3 -1.1
O -1.969150 -1.570810 0.737862 0.4 0.3 0.0
H 0.725139 -1.168152 1.309079 0.1 0.1 -0.3
H -1.642144 1.542930 1.090797 0.1 -0.1 0.0
H -3.074358 0.624341 1.403481 0.1 -0.1 -0.2
H -1.029240 1.069826 -1.576148 0.0 0.0 -0.1
H 0.150723 -2.415942 -0.750099 0.1 0.1 0.1
H 0.486683 0.951032 -2.504210 -0.1 0.0 0.0
H 0.442023 1.889531 -1.022163 0.0 0.0 0.0
H 0.737228 -1.747634 -2.263185 -0.2 0.1 -0.1
H -0.995522 -1.545671 -1.729199 0.1 -0.1 -0.4
H 0.227576 1.094215 2.410754 0.0 0.0 0.1
H 1.938143 0.952539 2.025371 0.0 0.0 -0.1
H 0.891538 1.932677 1.003180 0.0 0.0 -0.1
```
Forces are in eV/Å.

***

# 4
Density functional theory data (wB97M-V/def2-TZVPD) for a structure of composition C6H12N2O3.

orbital gap: 10.055 eV
HOMO level: -9.37 eV
E_LUMO: 0.683 eV

XYZ file:
```
23
Properties=species:S:1:pos:R:3:forces:R:3
C -0.121528 1.772066 -0.303990 1.3 -3.1 0.1
C -0.666987 -0.489917 -1.468274 -0.3 -0.9 1.0
C -1.519697 2.016370 -0.553255 -1.9 0.4 1.6
C 0.863871 -0.359725 1.955082 1.9 1.2 2.4
C -0.020315 -0.855153 0.882926 -1.7 1.2 0.6
C 0.267890 -0.105323 -0.375121 -0.6 3.0 -1.5
N 0.147749 -2.226818 0.586525 -1.5 -2.5 -0.8
N 1.632021 -0.105159 -0.839067 0.0 -0.6 0.3
O -1.750512 -0.999508 -1.221220 0.7 0.6 -0.7
O 0.774078 2.510725 -0.089549 0.3 0.1 0.1
O -0.318078 -0.153267 -2.694938 1.2 0.0 -2.4
H -1.850007 3.047792 -0.582830 0.4 0.3 -0.6
H -2.072504 1.652154 0.341390 0.4 -0.2 -0.3
H -1.888723 1.391034 -1.333377 -0.4 0.0 -0.7
H 0.912874 -0.967054 2.900972 -0.5 0.4 -0.9
H 0.615422 0.689382 2.266902 -0.1 -0.9 -0.2
H 1.938623 -0.260593 1.676402 -0.7 -0.4 -0.1
H -1.089605 -0.711676 1.184165 0.7 0.5 -0.2
H 0.136318 -2.726636 1.481641 0.0 -0.1 -0.6
H -0.759763 -2.499149 0.056613 2.2 0.2 1.2
H 0.664848 -0.088594 -2.974589 -2.1 0.0 1.8
H 2.038702 -1.053274 -0.718436 -0.3 0.8 0.1
H 2.065322 0.522325 -0.177971 0.9 0.2 -0.3
```
Forces are in eV/Å.

***

# 5
Density functional theory data (wB97M-V/def2-TZVPD) for an isolated molecule of C6H12N2O4.

orbital gap: 10.345 eV
HOMO level: -10.07 eV
SMILES string: CC1([C@H](O)[C@@H](O)[C@H](O)CO)N=N1
E_LUMO: 0.279 eV

XYZ file:
```
24
Properties=species:S:1:pos:R:3:forces:R:3
C -1.432850 -0.873859 -2.697726 -1.0 -1.0 -0.9
C -0.677767 0.012552 -1.828689 3.8 -0.1 2.5
C 0.705735 -0.626358 -0.850948 -2.7 0.5 -2.5
O 1.176581 -1.777359 -1.512630 -0.8 -0.4 0.3
C 0.406672 -0.759748 0.676534 -2.2 -0.3 -0.1
O 1.520046 -1.400497 1.277008 -4.2 -3.6 -0.5
C 0.222354 0.642597 1.284856 -1.3 1.4 -4.1
O 1.469318 1.332519 1.142296 -0.1 0.3 2.9
C -0.255255 0.757404 2.692435 -1.5 -1.0 -0.3
O -0.489678 2.105466 3.028248 2.3 0.4 -0.7
N -1.274971 1.211453 -1.246625 -1.0 -0.1 -0.7
N -0.603786 1.396018 -2.250425 0.8 0.6 0.2
H -2.221249 -1.253271 -2.076917 -0.6 -1.0 0.2
H -0.852128 -1.702247 -3.182639 -0.5 0.8 0.5
H -1.983406 -0.312807 -3.475399 0.6 -0.1 0.2
H 1.503319 0.078541 -1.060097 0.1 0.4 0.3
H 0.416327 -2.330171 -1.775179 0.6 0.2 0.4
H -0.683773 -1.277384 0.854583 3.0 0.5 -0.4
H 2.121645 -0.749050 1.373312 3.4 3.4 0.7
H -0.529805 1.241840 0.551076 1.3 -1.5 2.2
H 1.801629 1.336891 0.273995 0.3 0.1 -1.7
H -1.225870 0.205579 2.783348 0.8 0.4 0.0
H 0.489317 0.280446 3.304368 0.3 -0.2 0.8
H 0.397595 2.461447 2.715215 -1.7 0.4 0.8
```
Forces are in eV/Å.

***

# 6
Density functional theory data (wB97M-V/def2-TZVPD) for a cluster of 2 separate species, C6H12N2S in total.

total charge: -1
orbital gap (spin up / spin down): 1.936 / 7.898 eV
HOMO level (spin up / spin down): 1.06 / -4.98 eV
multiplicity: 2
E_LUMO (spin up / spin down): 2.992 / 2.918 eV

XYZ file:
```
21
Properties=species:S:1:pos:R:3:forces:R:3
C 0.561440 3.005725 0.062528 -0.6 0.5 -2.4
C 0.688774 1.503745 0.166614 0.6 0.2 1.4
S -0.869435 3.443292 -1.069091 0.2 -0.1 0.3
H 0.399724 3.608129 0.943191 0.2 -0.4 0.5
H 1.357800 3.451602 -0.535281 0.3 0.0 0.4
H 0.680866 0.914690 -0.743780 -0.5 0.4 -0.3
H -1.662747 2.441928 -0.673470 -0.1 0.0 0.0
H -0.098661 1.183583 0.846693 0.1 -0.5 -0.2
H 1.659136 1.246844 0.617464 -0.3 0.0 0.2
C -0.076929 -2.254931 -1.771387 -0.7 0.0 0.5
C -0.346346 -1.561383 1.706688 -0.8 0.3 0.1
C 0.055414 -2.178889 -0.276370 0.5 -0.3 -1.0
C 0.949577 -2.847476 0.513425 0.0 0.2 -0.2
N -0.762318 -1.404075 0.479950 -0.4 0.5 -0.6
N 0.670856 -2.413288 1.767083 0.5 -0.5 1.2
H -0.851345 -1.080321 2.519541 0.3 -0.1 0.5
H 1.082703 -2.777191 2.628848 0.2 0.1 0.0
H 1.749522 -3.538007 0.294149 -0.1 0.1 0.0
H -0.959158 -1.685136 -2.075638 0.1 0.0 0.0
H -0.272099 -3.296313 -2.017083 0.2 -0.1 -0.5
H 0.780837 -1.853257 -2.304355 0.1 -0.2 -0.1
```
Forces are in eV/Å.

***

# 7
Density functional theory data (wB97M-V/def2-TZVPD) for a cluster of 2 separate species, C6H12N2S in total.

total charge: +1
orbital gap (spin up / spin down): 8.923 / 4.040 eV
HOMO level (spin up / spin down): -11.99 / -11.98 eV
multiplicity: 2
E_LUMO (spin up / spin down): -3.063 / -7.941 eV

XYZ file:
```
21
Properties=species:S:1:pos:R:3:forces:R:3
C 1.905320 -1.397701 -0.041802 -0.1 0.1 1.0
C 1.344420 0.107033 -1.994409 0.6 -1.4 -0.6
C 1.478380 -0.121909 -0.649751 -0.4 2.3 -2.1
C 1.255917 2.058629 -1.019940 -0.5 -0.7 -0.8
N 1.233927 1.459380 -2.246496 0.1 -1.4 0.2
N 1.332667 1.132435 -0.116755 0.4 0.2 3.2
H 1.424229 -0.682047 -2.738154 -0.1 0.7 -0.3
H 1.332840 1.804094 -3.184723 -0.2 0.5 0.1
H 1.637497 -1.512037 1.003637 -0.3 0.3 0.3
H 3.006974 -1.491959 -0.002178 -0.6 -0.3 -0.6
H 1.132748 3.115339 -0.856429 0.1 0.0 0.0
H 1.340265 -2.162108 -0.562993 0.7 -0.6 -0.2
C -2.289680 0.443825 2.509330 0.0 1.0 0.4
C -1.768230 -0.995767 0.280343 0.7 -0.5 0.2
S -0.971205 -0.561103 1.868171 -1.1 0.2 -1.4
H -3.152358 -0.172849 2.839838 0.7 0.2 0.1
H -1.814973 1.059725 3.290605 -0.6 -0.5 0.1
H -2.694296 1.160835 1.777006 0.4 -0.4 -0.2
H -2.728885 -1.494130 0.445261 0.2 0.0 0.3
H -1.079633 -1.633567 -0.271015 -0.1 -0.1 0.2
H -1.925927 -0.116118 -0.329547 0.0 0.5 0.2
```
Forces are in eV/Å.

***

# 8
Density functional theory data (wB97M-V/def2-TZVPD) for the ion C6H12N3 with charge +1.

total charge: +1
orbital gap: 9.762 eV
HOMO level: -12.78 eV
SMILES string: C[NH+](C)Cc1cnc[nH]1
E_LUMO: -3.021 eV

XYZ file:
```
21
Properties=species:S:1:pos:R:3:forces:R:3
C -2.107762 0.581552 -0.360421 -0.8 0.2 -0.3
N -0.733495 0.419097 0.142863 0.1 0.3 0.1
C -0.670062 -0.596925 1.208373 0.1 -0.6 0.7
C 0.231290 0.111710 -0.963400 0.7 0.0 -0.5
C 1.631775 0.163773 -0.463443 -0.2 0.3 0.1
C 2.315149 1.174711 0.170391 -0.4 -0.3 -0.4
N 3.558568 0.760661 0.494002 0.6 0.2 0.3
C 3.658065 -0.466100 0.072003 0.1 -0.1 0.0
N 2.509666 -0.893080 -0.506424 -0.1 -0.1 -0.1
H -2.451680 -0.353649 -0.799551 0.1 0.0 0.0
H -2.777986 0.852917 0.453164 0.1 0.0 0.1
H -2.146512 1.361597 -1.118467 0.1 0.0 0.0
H -0.426437 1.311191 0.549789 -0.1 -0.2 -0.1
H -0.980171 -1.562869 0.813537 0.0 0.1 -0.1
H 0.347037 -0.674411 1.588757 0.0 0.1 -0.1
H -1.330080 -0.325274 2.029423 0.0 0.1 -0.1
H 0.077291 0.854443 -1.751775 -0.2 -0.1 0.1
H -0.005644 -0.876430 -1.364165 -0.2 0.1 0.1
H 1.994668 2.171273 0.402620 -0.2 0.3 0.0
H 4.532127 -1.076533 0.167896 0.2 -0.2 0.0
H 2.358986 -1.784179 -0.952374 0.1 0.0 0.0
```
Forces are in eV/Å.